{"formula": "C21H60B2F8N6O6", "method": "wB97M-V/def2-TZVPD", "homo_ev": -18.5, "charge": 4, "energy_ev": -67043.711, "e_lumo_ev": -9.5, "symbols": ["C", "C", "O", "N", "H", "H", "C", "H", "H", "H", "H", "H", "H", "C", "C", "O", "N", "H", "H", "C", "H", "H", "H", "H", "H", "H", "C", "C", "O", "N", "H", "H", "C", "H", "H", "H", "H", "H", "H", "C", "C", "C", "O", "C", "N", "H", "H", "H", "H", "H", "H", "H", "H", "H", "H", "H", "H", "C", "C", "C", "O", "C", "N", "H", "H", "H", "H", "H", "H", "H", "H", "H", "H", "H", "H", "C", "C", "C", "O", "C", "N", "H", "H", "H", "H", "H", "H", "H", "H", "H", "H", "H", "H", "B", "F", "F", "F", "F", "B", "F", "F", "F", "F"], "positions_angstrom": [[-1.40197, 8.70514, 1.58839], [-2.36919, 8.21751, 0.56057], [-2.48032, 7.15968, 0.06275], [-3.38714, 9.33123, 0.16881], [-4.08945, 9.40433, 0.91755], [-2.86893, 10.21106, 0.22531], [-4.07446, 9.13094, -1.16248], [-1.93379, 9.28968, 2.34105], [-0.67753, 9.35601, 1.09203], [-0.89124, 7.84341, 2.00117], [-4.92667, 9.80397, -1.15363], [-4.36515, 8.09100, -1.23511], [-3.34496, 9.44857, -1.89965], [4.24859, 8.42022, -3.79954], [5.73338, 8.59124, -3.87390], [6.39114, 8.51438, -4.84136], [6.39413, 9.03901, -2.58609], [6.21063, 10.03350, -2.45148], [6.00658, 8.51192, -1.77827], [7.84788, 8.80453, -2.53732], [3.75388, 9.37611, -3.62068], [3.93981, 7.72677, -3.01262], [3.86720, 7.98840, -4.71905], [8.22515, 8.85178, -1.52526], [8.36893, 9.65077, -3.00351], [8.22309, 7.98926, -3.14389], [4.20457, 9.58597, 1.82628], [2.89988, 10.25476, 1.55697], [1.91047, 10.15672, 2.19064], [2.84787, 11.22045, 0.38424], [3.76719, 11.31886, -0.04410], [2.13673, 10.84868, -0.28012], [2.48645, 12.59880, 0.84903], [4.82117, 9.49695, 0.92852], [4.04213, 8.57504, 2.18887], [4.78007, 10.16510, 2.55397], [1.41483, 12.65781, 1.01250], [2.75112, 13.37275, 0.13409], [2.98726, 12.78869, 1.79480], [1.16926, 3.84513, 1.07678], [2.08528, 5.02188, 0.79497], [1.90943, 6.20778, 1.70727], [2.25786, 5.76657, 2.97866], [2.52982, 6.83280, 3.87327], [3.51237, 4.58558, 0.96814], [3.74832, 4.34012, 1.93581], [3.84718, 3.82755, 0.36798], [4.09945, 5.38318, 0.67156], [0.13005, 4.16078, 1.02595], [1.37505, 3.44294, 2.07031], [1.33692, 3.01211, 0.39300], [2.03136, 5.28796, -0.26219], [0.86713, 6.53755, 1.74343], [2.57518, 7.02354, 1.39212], [3.54293, 7.21707, 3.70932], [2.38062, 6.54017, 4.90632], [1.85474, 7.68308, 3.68996], [-1.63299, 10.30015, -5.70293], [-0.40974, 10.72196, -4.89215], [0.90861, 10.56794, -5.60586], [0.85348, 11.47709, -6.68220], [1.84480, 11.25525, -7.66659], [-0.59362, 12.17758, -4.56755], [-1.51061, 12.35031, -4.15541], [0.13021, 12.50995, -3.92520], [-0.48317, 12.71542, -5.44144], [-2.53802, 10.55496, -5.14381], [-1.64877, 9.22715, -5.86847], [-1.65597, 10.83104, -6.65449], [-0.39598, 10.04565, -4.03814], [0.95588, 9.52876, -5.95049], [1.77245, 10.84530, -4.98822], [2.83867, 11.52863, -7.30815], [1.58968, 11.85473, -8.53782], [1.85069, 10.22713, -8.04396], [-0.09843, 5.53366, -3.53333], [-0.17033, 6.43423, -4.75071], [1.15817, 6.53592, -5.44999], [0.97478, 7.07580, -6.71857], [1.96207, 6.71445, -7.69992], [-1.14728, 5.78066, -5.71644], [-1.21675, 6.30783, -6.59593], [-0.95641, 4.80612, -5.98429], [-2.06924, 5.74329, -5.27120], [0.32301, 4.56475, -3.80416], [-1.06597, 5.39717, -3.04725], [0.53690, 5.98379, -2.77002], [-0.65403, 7.37310, -4.48652], [1.53361, 5.50366, -5.58635], [1.94895, 6.97299, -4.83616], [2.97926, 6.74426, -7.30453], [1.89027, 7.43935, -8.50332], [1.73104, 5.70884, -8.05386], [5.97485, 7.09496, 0.32172], [7.19774, 7.56963, -0.14066], [6.08623, 5.77472, 0.82123], [5.60118, 7.86122, 1.45779], [4.95942, 7.13357, -0.69436], [1.30191, 9.00505, -1.67272], [1.20910, 8.74203, -3.07140], [0.37818, 8.10109, -1.05831], [2.53644, 8.80578, -1.07957], [0.83031, 10.34853, -1.44285]], "forces_ev_per_a": [[-0.33, 0.07, -0.44], [0.30, -0.26, 0.56], [-0.19, 0.20, -0.28], [-0.15, -0.07, 0.14], [0.07, -0.22, -0.05], [-0.19, 0.07, -0.24], [0.38, 0.70, 0.79], [0.15, -0.11, 0.19], [0.07, -0.02, 0.03], [0.00, 0.08, 0.19], [-0.13, -0.14, -0.25], [0.01, -0.04, -0.12], [-0.15, -0.29, -0.30], [-0.29, -0.52, 0.41], [-0.90, 0.31, -0.39], [0.61, -0.20, -0.27], [-0.03, -0.98, 0.82], [-0.06, -0.03, 0.04], [-0.27, 0.13, -0.26], [2.40, 1.82, -0.86], [0.06, 0.00, 0.06], [0.24, 0.27, 0.26], [0.33, 0.27, -0.30], [-0.37, -0.64, 0.17], [-0.47, 0.07, -0.18], [-0.64, -0.63, 0.39], [-0.69, 1.10, -0.81], [0.84, -0.45, 0.90], [-0.91, 0.01, -0.12], [0.08, 0.77, -0.21], [-0.12, -0.56, -0.21], [0.47, 0.28, 0.02], [-0.66, 0.39, 0.50], [-0.43, 0.42, 0.16], [-0.34, 0.59, 0.24], [-0.12, -0.04, 0.12], [0.00, -0.17, 0.10], [0.24, -0.28, -0.22], [0.08, 0.04, -0.03], [0.22, -0.17, 0.37], [-0.03, -1.10, -0.62], [0.01, 0.07, 0.22], [0.24, -0.33, 0.71], [-0.09, 0.95, -0.12], [0.86, 0.56, -0.50], [-0.15, 0.25, 0.02], [-0.49, -0.17, 0.05], [0.40, -0.29, 0.54], [-0.05, -0.08, 0.00], [-0.21, 0.17, 0.11], [-0.07, 0.17, -0.22], [-0.19, 0.34, 0.09], [0.01, 0.16, -0.51], [-0.19, 0.11, -0.15], [0.04, -0.25, 0.23], [0.17, -0.39, -0.05], [-0.07, -0.21, -0.02], [0.07, 0.61, -0.09], [-0.49, -1.07, -0.30], [-0.17, 0.59, -0.72], [-0.32, -0.27, 0.08], [0.24, 0.07, -0.88], [0.37, -0.06, 0.42], [0.03, 0.20, -0.10], [-0.11, 0.03, 0.01], [-0.09, -0.14, 0.01], [-0.05, -0.07, -0.08], [0.15, -0.03, -0.12], [-0.10, -0.20, -0.10], [0.19, 0.86, 0.69], [0.33, 0.01, 0.05], [-0.06, -0.43, 0.28], [0.01, -0.01, 0.04], [0.06, 0.27, 0.19], [-0.06, -0.12, 0.40], [0.18, 0.12, 0.40], [-0.27, -0.78, 0.40], [0.65, -1.53, -0.52], [-0.18, 1.08, -0.08], [-0.09, -0.12, 0.13], [-0.69, -0.01, -0.31], [0.13, 0.02, 0.12], [0.47, 0.16, 0.22], [0.01, 0.09, -0.19], [-0.08, -0.06, 0.06], [-0.07, -0.06, -0.17], [0.09, 0.08, -0.12], [0.29, 0.24, -0.18], [-0.22, -0.07, 0.14], [-0.36, 0.65, 0.06], [-0.07, 0.01, 0.16], [-0.11, -0.09, -0.11], [0.19, 0.01, -0.17], [1.00, -0.90, 2.00], [-0.78, -0.01, -0.50], [-0.45, 0.17, -0.87], [0.99, -1.40, -1.04], [0.28, 0.35, 0.07], [-1.82, -1.26, 0.00], [0.68, 0.36, 0.57], [0.26, 0.59, -0.11], [0.20, 0.50, -0.48], [0.49, -0.13, 0.01]]}